C3H11P2S | wB97M-V/def2-TZVPD

Each line ends with the Löwdin spin population.
Cartesian coordinates (Å):
C (-2.253, -0.782, -1.335)  0.091
C (-0.999, 1.646, -1.855)  0.050
C (2.211, -0.824, 2.749)  0.031
P (0.282, -0.357, 0.101)  0.944
P (-0.591, -0.115, -2.016)  0.447
S (2.503, 0.147, 1.224)  0.332
H (-2.613, -1.142, -2.220)  0.013
H (-2.718, 0.032, -0.986)  0.003
H (-1.927, -1.535, -0.589)  0.020
H (-1.343, 1.918, -0.950)  0.009
H (-1.722, 2.007, -2.484)  0.003
H (-0.255, 2.415, -2.186)  0.000
H (1.724, -1.689, 2.400)  0.006
H (1.580, -0.358, 3.559)  0.000
H (3.197, -1.279, 3.187)  0.009
H (0.857, -1.522, -0.284)  0.043
H (2.066, 1.438, 1.685)  -0.001

The charge is +1. The multiplicity is 3. The HOMO-LUMO gap (spin up / spin down) is 7.9 / 6.6 eV. The lowest unoccupied orbital energy (spin up / spin down) comes out at -3.43 / -7.28 eV.

=====

C3H11P3 | wB97M-V/def2-TZVPD

Each line ends with the Löwdin charge.
Cartesian coordinates (Å):
C (0.168, -1.750, 0.826)  -0.232
C (0.371, -0.583, -1.348)  -0.201
C (-0.057, -0.431, 0.075)  -1.134
P (-1.887, -0.111, 0.280)  0.798
P (0.508, 2.749, 0.013)  0.427
P (0.558, 0.921, 1.192)  0.513
H (-0.202, -1.594, 1.829)  0.036
H (1.234, -2.038, 1.008)  0.090
H (-0.302, -2.626, 0.437)  0.062
H (-0.116, 0.150, -2.033)  0.062
H (1.442, -0.726, -1.588)  0.083
H (-0.202, -1.508, -1.708)  0.087
H (-2.304, -0.971, -0.663)  -0.123
H (-2.008, 0.908, -0.673)  -0.110
H (1.391, 3.231, 0.975)  -0.189
H (-0.679, 3.545, 0.407)  -0.136
H (2.085, 0.835, 0.971)  -0.034

The charge is 0. The HOMO-LUMO gap is 9.3 eV. The lowest unoccupied orbital energy comes out at 0.85 eV. As for the energy relative to the best compared isomer or geometry (same formula, charge and spin): 0.267 eV.

=====

C3H12BN2O | wB97M-V/def2-TZVPD

Each line ends with the Löwdin charge.
Cartesian coordinates (Å):
B (1.315, -0.052, -0.774)  -0.689
C (2.744, -0.147, -1.390)  0.033
C (-2.495, 0.624, 0.910)  -0.079
C (-0.802, -0.919, 1.004)  0.103
N (1.167, -0.764, 0.359)  0.275
N (-1.106, 0.498, 0.707)  -0.132
O (0.207, 0.594, -1.348)  0.162
H (2.611, -0.217, -2.434)  0.063
H (3.244, -0.981, -0.878)  0.088
H (3.177, 0.740, -1.014)  0.065
H (-2.930, 1.456, 0.282)  0.135
H (-2.898, -0.299, 0.610)  0.078
H (-2.760, 0.760, 1.954)  0.110
H (-1.213, -1.671, 0.373)  0.103
H (-0.884, -1.168, 2.089)  0.130
H (1.753, -1.105, 1.016)  0.050
H (-0.602, 1.202, 1.315)  0.199
H (-0.687, 0.635, -0.481)  0.123
H (0.161, 0.815, -2.301)  0.181

The charge is +1. The HOMO-LUMO gap is 10.1 eV. The lowest unoccupied orbital energy comes out at -3.87 eV. As for the energy relative to the best compared isomer or geometry (same formula, charge and spin): 1.998 eV.